1.
Below is a molecular structure, C4H7Br3O at a distorted geometry, with properties calculated with ωB97M-V/def2-TZVPD.

Each line ends with the Löwdin charge.
Element x y z (Å)
Br (-1.95, 2.68, -1.73)  0.629
Br (0.36, 3.70, 0.12)  0.646
Br (-2.24, 2.25, 1.57)  0.452
O (-0.87, -0.06, -1.00)  0.005
C (0.42, 0.02, 1.19)  -0.022
C (1.26, 0.86, -1.05)  -0.077
C (0.05, 0.47, -0.25)  -0.474
C (-1.04, 2.53, -0.09)  -1.675
H (0.92, 1.59, -1.72)  0.033
H (1.57, 0.03, -1.63)  0.086
H (1.45, -0.25, 1.11)  0.082
H (-0.27, -0.68, 1.70)  0.104
H (0.34, 0.84, 1.78)  0.008
H (2.10, 1.24, -0.48)  0.083
H (-1.51, -0.54, -0.50)  0.120

Computed properties:
**Highest occupied orbital energy**: -7.80 eV
**Charge**: 0
**Maximum force**: 3.87 eV Å⁻¹
**M**: 310.811 g mol⁻¹
**Gap between HOMO and LUMO**: 7.956 eV

---

2.
Below is a molecular structure, C22H15O5PPb at a distorted geometry, with properties calculated with ωB97M-V/def2-TZVPD.

Each line ends with the Löwdin charge.
Element x y z (Å)
Pb (0.00, 0.18, -0.03)  1.165
P (0.00, -0.60, 3.44)  0.986
O (2.57, -1.34, 0.73)  0.358
O (0.03, 3.72, -1.98)  0.118
O (-2.60, -1.29, 0.71)  0.360
O (-0.01, -0.01, 2.05)  -0.642
O (0.00, -1.44, -2.63)  0.334
C (0.00, -0.90, -1.68)  -0.228
C (0.67, -1.39, 7.55)  -0.039
C (-3.28, 0.91, 5.28)  -0.042
C (-2.11, 1.22, 2.87)  -0.088
C (-1.07, -2.80, 6.80)  -0.058
C (0.00, -1.34, 5.14)  -0.310
C (0.50, -0.72, 6.34)  -0.134
C (4.13, 1.29, 4.17)  0.004
C (-3.92, 1.71, 4.33)  -0.031
C (-2.03, 0.35, 5.12)  -0.064
C (-0.20, -2.43, 7.84)  -0.032
C (-1.47, 0.41, 3.85)  -0.217
C (-3.30, 1.90, 3.10)  -0.055
C (1.66, -0.86, 0.45)  -0.199
C (2.28, 0.80, 2.73)  -0.099
C (-0.90, -2.37, 5.47)  -0.098
C (1.66, 0.04, 3.73)  -0.241
C (2.34, -0.18, 4.91)  -0.115
C (3.47, 1.43, 2.97)  -0.053
C (-1.68, -0.83, 0.44)  -0.192
C (0.02, 2.74, -1.45)  -0.062
C (3.46, 0.58, 5.18)  -0.009
H (-1.66, -0.11, 6.05)  0.119
H (1.37, -1.03, 8.30)  0.131
H (-3.77, 0.81, 6.23)  0.117
H (-1.96, -3.37, 7.09)  0.117
H (3.91, 2.02, 2.20)  0.113
H (3.98, 0.46, 6.09)  0.108
H (5.07, 1.75, 4.36)  0.117
H (-0.27, -2.82, 8.84)  0.121
H (1.84, 0.96, 1.78)  0.042
H (0.84, 0.31, 6.37)  0.126
H (-1.68, 1.34, 1.88)  0.060
H (-3.73, 2.54, 2.34)  0.122
H (-4.87, 2.21, 4.53)  0.129
H (-1.63, -2.70, 4.72)  0.115
H (2.35, -1.17, 5.40)  0.145

Computed properties:
**Highest occupied orbital energy**: -13.70 eV
**Charge**: +2
**Maximum force**: 11.62 eV Å⁻¹
**M**: 597.531 g mol⁻¹
**Gap between HOMO and LUMO**: 5.505 eV

---

3.
Below is 2 unconnected molecules or ions with the total composition C4H8O at a distorted geometry, with properties calculated with ωB97M-V/def2-TZVPD.

Each line ends with the Löwdin charge.
Element x y z (Å)
O (-1.83, -1.39, -0.52)  -0.141
C (0.49, 0.44, -1.54)  -0.023
C (0.42, 0.98, -0.29)  -0.176
C (0.80, 0.19, 1.97)  -0.031
C (0.03, 0.21, 0.95)  -0.250
H (1.70, 0.87, 2.00)  0.084
H (0.88, -0.62, 2.68)  0.047
H (-1.91, -1.27, -1.51)  0.068
H (0.36, 2.04, 0.13)  0.130
H (0.63, 1.20, -2.34)  0.045
H (-0.98, -1.96, -0.35)  0.097
H (0.42, -0.57, -1.99)  0.058
H (-1.01, -0.13, 0.80)  0.090

Computed properties:
**Highest occupied orbital energy**: -9.11 eV
**SMILES**: C=CC=C.O
**Charge**: 0
**Maximum force**: 4.96 eV Å⁻¹
**M**: 72.107 g mol⁻¹
**Gap between HOMO and LUMO**: 9.853 eV

---

4.
Below is Cl3H3N4 in the gas phase at a distorted geometry, with properties calculated with ωB97M-V/def2-TZVPD.

Each line ends with the Löwdin charge.
Element x y z (Å)
Cl (-2.04, -1.72, -0.60)  0.532
Cl (-0.16, 2.14, -0.69)  0.372
Cl (-2.11, 0.37, 1.35)  0.440
N (-0.30, 0.17, -0.60)  -0.556
N (-1.64, 0.00, -0.40)  -0.858
N (1.82, -0.23, 0.03)  0.027
N (0.47, -0.51, 0.26)  -0.206
H (1.91, 0.70, 0.36)  0.024
H (0.07, -0.36, 1.25)  0.091
H (1.98, -0.56, -0.97)  0.134

Computed properties:
**Highest occupied orbital energy**: -9.90 eV
**SMILES**: NNN(Cl)N(Cl)Cl
**Charge**: 0
**Maximum force**: 3.44 eV Å⁻¹
**M**: 165.411 g mol⁻¹
**Gap between HOMO and LUMO**: 8.785 eV

---

5.
Below is C10H12ClPS in the gas phase at a distorted geometry, with properties calculated with ωB97M-V/def2-TZVPD.

Each line ends with the Löwdin charge.
Element x y z (Å)
Cl (-2.57, 1.09, 0.82)  0.788
S (-1.02, -1.57, -1.64)  0.795
P (1.12, -2.02, 1.49)  0.859
C (-0.33, 0.65, -0.38)  -0.327
C (-1.06, 1.65, 0.25)  -0.594
C (1.17, 2.34, -1.10)  -0.071
C (0.83, 0.99, -1.03)  -0.207
C (-0.67, -0.72, -0.25)  -0.769
C (0.42, 3.29, -0.55)  -0.067
C (-0.73, 2.95, 0.21)  -0.062
C (-1.74, -2.37, 1.07)  -0.200
C (1.93, 0.01, -1.45)  -0.044
C (-0.61, -1.37, 1.09)  -0.673
H (2.83, 0.46, -1.38)  0.021
H (1.16, -3.10, 0.40)  -0.034
H (2.08, 2.74, -1.65)  0.146
H (1.76, -0.21, -2.54)  0.102
H (-2.79, -1.98, 0.91)  0.093
H (0.69, -3.02, 2.39)  -0.115
H (-0.65, -0.65, 1.81)  0.040
H (-1.31, 3.65, 0.60)  0.066
H (-1.66, -3.13, 0.34)  0.012
H (2.03, -0.91, -0.72)  0.059
H (0.81, 4.26, -0.68)  0.101
H (-1.68, -3.02, 2.00)  0.085

Computed properties:
**Highest occupied orbital energy**: -8.50 eV
**SMILES**: Cc1cccc(Cl)c1C(=S)[C@@H](C)P
**Charge**: 0
**Maximum force**: 4.19 eV Å⁻¹
**M**: 230.700 g mol⁻¹
**Gap between HOMO and LUMO**: 7.990 eV

---

6.
Below is 2 unconnected molecules or ions with the total composition C4H7N2S at a distorted geometry, with properties calculated with ωB97M-V/def2-TZVPD.

Each line ends with the Löwdin charge.
Element x y z (Å)
S (-0.32, -1.59, -0.44)  1.176
N (-0.96, 2.06, -0.10)  0.264
N (-0.02, -0.04, -0.42)  -0.266
C (-1.91, -1.36, 0.15)  -0.291
C (-2.24, -0.05, 0.36)  -0.029
C (3.33, -0.74, -0.30)  0.063
C (-1.07, 0.74, 0.06)  -0.380
H (0.05, 2.27, -0.21)  0.165
H (-3.11, 0.38, 0.94)  0.157
H (2.36, -0.14, -0.71)  0.005
H (4.09, -0.16, 0.25)  -0.008
H (-1.42, 2.73, 0.48)  0.143
H (-2.23, -2.35, 0.32)  0.064
H (3.44, -1.75, -0.40)  -0.063

Computed properties:
**Highest occupied orbital energy (alpha / beta)**: -14.69 / -11.66 eV
**Charge**: +1
**Maximum force**: 4.71 eV Å⁻¹
**M**: 115.181 g mol⁻¹
**Gap between HOMO and LUMO (alpha / beta)**: 10.082 / 3.655 eV

---

7.
Below is a molecular structure, C29H51AlCl3F9N2O12S3 at a distorted geometry, with properties calculated with ωB97M-V/def2-TZVPD.

Each line ends with the Löwdin charge.
Element x y z (Å)
Cl (-14.74, 2.21, 1.66)  -0.172
Cl (10.36, -1.76, -0.64)  0.534
Cl (8.11, -3.41, 0.22)  0.549
S (6.78, -0.17, 3.86)  0.713
S (-6.70, -3.79, 4.92)  0.487
S (4.69, -0.05, -0.18)  1.189
Al (9.16, -0.39, 3.24)  0.783
F (-8.45, -1.79, 5.31)  0.104
F (-6.39, -1.15, 5.32)  0.095
F (0.58, 7.67, -12.07)  0.161
F (-7.36, -1.64, 3.46)  0.114
F (2.47, 3.57, -0.89)  0.097
F (0.75, 5.54, -11.78)  0.159
F (3.12, 4.79, 0.86)  0.086
F (1.74, 3.07, 1.25)  0.124
F (-1.02, 6.58, -11.13)  0.158
O (-6.64, -4.02, 6.37)  -0.299
O (0.84, -1.58, -2.17)  -0.316
O (0.44, 6.08, -8.93)  0.024
O (-0.75, -4.14, 5.62)  -0.180
O (-7.73, -4.58, 4.26)  -0.277
O (3.23, -1.67, 1.34)  -0.224
O (4.91, 3.33, 1.70)  -0.026
O (-5.40, -3.85, 4.27)  -0.300
O (1.57, -3.67, 3.40)  -0.183
O (1.85, 7.69, -9.62)  0.168
O (3.08, 3.22, -5.69)  0.010
O (-6.35, -1.13, 7.90)  -0.003
N (0.95, 2.55, -5.86)  0.007
N (-10.87, -1.81, 3.36)  0.085
C (-11.85, 0.39, 3.30)  -0.058
C (-2.99, -4.20, 6.63)  -0.079
C (0.97, 6.91, -9.84)  -0.375
C (2.81, 3.46, 0.46)  -0.382
C (1.95, 2.75, -3.63)  -0.019
C (6.50, 0.34, -0.15)  -0.299
C (-12.92, -1.42, 2.16)  -0.062
C (2.05, 2.86, -5.13)  -0.553
C (-12.89, -0.08, 2.52)  -0.124
C (7.43, 0.78, 2.35)  -0.553
C (-1.44, -4.65, 6.78)  -0.264
C (-10.87, -0.51, 3.69)  -0.136
C (3.89, 1.09, 1.09)  -0.218
C (9.37, -3.18, -1.00)  -0.969
C (0.39, 7.32, -6.84)  -0.059
C (4.15, 2.61, 0.69)  -0.246
C (4.31, -1.77, 0.40)  -0.328
C (0.99, 6.16, -7.61)  -0.200
C (-11.89, -2.24, 2.61)  -0.141
C (0.89, -4.87, 3.83)  -0.158
C (0.50, -4.81, 5.39)  -0.190
C (7.31, -0.24, 1.10)  -0.340
C (-0.79, -1.73, -3.84)  -0.125
C (2.46, -3.91, 2.29)  -0.179
C (-0.35, 2.12, -5.39)  -0.071
C (-7.25, -2.02, 4.74)  -0.631
C (2.26, -2.74, 1.20)  -0.110
C (0.11, -0.81, -2.99)  -0.589
C (0.32, 6.68, -11.21)  -0.522
H (0.48, -5.89, 5.79)  0.124
H (1.59, -5.79, 3.74)  0.126
H (-0.04, -5.02, 3.19)  0.151
H (1.09, 2.65, -6.86)  0.137
H (1.31, -4.26, 5.97)  0.131
H (-13.68, 0.60, 2.18)  -0.105
H (-11.87, -3.29, 2.36)  0.107
H (2.19, -4.92, 1.81)  0.132
H (-1.47, -2.32, -3.21)  0.064
H (-3.29, -4.30, 5.53)  0.072
H (-11.79, 1.43, 3.59)  0.107
H (4.75, 2.69, -0.29)  0.157
H (6.90, 1.76, 2.17)  0.103
H (0.65, -0.17, -3.72)  0.053
H (5.39, -0.15, 3.77)  -0.043
H (-1.10, 2.83, -5.73)  0.083
H (-3.17, -3.14, 7.00)  0.083
H (-1.45, -5.79, 6.84)  0.118
H (-3.66, -4.93, 7.20)  0.085
H (4.19, 0.83, 2.15)  0.094
H (-10.03, -0.19, 4.30)  0.098
H (2.15, -3.14, 0.14)  0.140
H (2.08, 6.23, -7.65)  0.129
H (0.75, 7.33, -5.81)  0.082
H (-0.70, 7.24, -6.83)  0.084
H (1.72, 1.72, -3.35)  0.070
H (8.58, 0.95, 2.57)  -0.084
H (3.56, -3.99, 2.62)  0.128
H (8.39, -0.41, 0.73)  0.046
H (6.95, -1.24, 1.49)  0.035
H (-1.41, -1.13, -4.52)  0.047
H (6.98, 0.08, -1.16)  0.127
H (4.98, 2.78, 2.50)  0.092
H (6.58, 1.48, -0.08)  0.110
H (1.18, 3.43, -3.26)  0.088
H (2.77, 0.85, 1.01)  0.139
H (-0.59, -0.08, -2.53)  0.082
H (-0.20, -2.42, -4.45)  0.059
H (-1.08, -4.21, 7.76)  0.116
H (0.64, 8.27, -7.31)  0.077
H (2.90, 3.03, -3.19)  0.063
H (0.75, 5.22, -7.11)  0.110
H (5.17, -2.31, 0.91)  0.100
H (8.89, -3.04, -1.97)  0.039
H (-13.72, -1.82, 1.55)  0.105
H (-0.39, 2.04, -4.30)  0.071
H (-6.24, -1.96, 7.41)  -0.046
H (1.24, -2.28, 1.45)  0.160
H (-0.57, 1.14, -5.82)  0.084
H (4.05, -2.38, -0.54)  0.141
H (10.00, -4.06, -1.03)  0.041

Computed properties:
**Highest occupied orbital energy**: -6.27 eV
**Charge**: 0
**Maximum force**: 4.11 eV Å⁻¹
**M**: 1020.253 g mol⁻¹
**Gap between HOMO and LUMO**: 1.085 eV

---

8.
Below is 2 unconnected molecules or ions with the total composition C17H10F4N2O2 at a distorted geometry, with properties calculated with ωB97M-V/def2-TZVPD.

Each line ends with the Löwdin charge.
Element x y z (Å)
F (3.17, 4.06, 0.87)  0.053
F (-4.64, -0.33, 0.79)  0.065
F (4.81, -0.33, 0.77)  0.059
F (-3.01, 4.08, 0.91)  0.046
O (-0.38, -5.02, -2.94)  0.050
O (-1.29, -2.74, 0.83)  0.023
N (-0.67, -3.78, -1.05)  0.199
N (-0.07, -1.52, -0.72)  0.093
C (-0.22, -3.96, -2.34)  -0.485
C (2.49, 0.03, 0.64)  0.042
C (0.44, -1.63, -1.95)  -0.112
C (0.40, -2.74, -2.76)  0.000
C (1.63, 2.27, 0.57)  0.069
C (2.94, 2.72, 0.75)  -0.227
C (3.76, 0.55, 0.76)  -0.230
C (-3.61, 0.56, 0.81)  -0.224
C (-1.20, 0.87, 0.63)  -0.146
C (0.07, 0.13, 0.52)  0.066
C (-0.71, -2.65, -0.24)  -0.492
C (4.05, 1.90, 0.81)  0.087
C (-1.45, 2.28, 0.74)  0.068
C (-2.78, 2.73, 0.81)  -0.230
C (-3.89, 1.92, 0.80)  0.084
C (-2.33, 0.04, 0.78)  0.051
C (1.36, 0.86, 0.52)  -0.151
H (5.06, 2.28, 0.96)  0.145
H (-0.66, 3.01, 0.71)  0.084
H (2.33, -1.05, 0.54)  0.133
H (-4.91, 2.29, 0.85)  0.143
H (0.08, -0.84, 1.20)  0.169
H (0.80, -2.72, -3.75)  0.099
H (0.86, 3.02, 0.42)  0.093
H (-1.22, -4.52, -0.69)  0.154
H (-2.17, -1.03, 0.76)  0.093
H (0.95, -0.73, -2.32)  0.131

Computed properties:
**Highest occupied orbital energy**: -8.92 eV
**Charge**: 0
**Maximum force**: 3.40 eV Å⁻¹
**M**: 350.271 g mol⁻¹
**Gap between HOMO and LUMO**: 6.759 eV

---

> Among the records above, which one has the lowest M?

C4H8O